The following is a DFT calculation (ωB97M-V with the def2-TZVPD basis set) of a structure of composition C36H26BrCuN4O2S2 at a distorted geometry.

Last column: Mulliken charge in e.
Geometry (Å):
Cu  0.7935  0.2814  -0.7835  -0.443
O  4.4195  -1.7817  0.3723  -0.710
C  4.0580  -2.0746  1.6301  0.313
C  5.0006  -2.6102  2.5125  -0.579
C  4.6587  -2.8882  3.8191  -0.399
C  3.3682  -2.6614  4.2698  -0.736
C  2.4281  -2.1382  3.4024  -0.326
C  2.7562  -1.8325  2.0899  -0.012
C  1.7482  -1.1169  1.2130  1.133
O  2.2959  -0.3756  0.2318  -1.106
N  0.7873  -2.1064  0.6197  -0.303
N  0.0381  -1.6931  -0.3652  0.290
C  -0.8256  -2.4239  -0.9761  -0.524
C  -1.6133  -1.9579  -2.0780  0.420
Br  -0.9909  -0.3723  -2.9843  -0.233
C  -2.6937  -2.5616  -2.6070  -1.065
C  -3.3954  -3.7136  -2.0579  0.318
C  -3.6536  -3.8246  -0.6908  -0.400
C  -4.3694  -4.8981  -0.1951  -0.607
C  -4.8283  -5.8855  -1.0516  -0.426
C  -4.5707  -5.7918  -2.4104  -0.511
C  -3.8712  -4.7114  -2.9129  -0.396
H  3.6844  -1.1985  0.0193  0.342
H  6.0036  -2.7788  2.1529  0.424
H  5.4065  -3.2670  4.5012  0.368
H  3.1012  -2.8695  5.2946  0.396
H  1.4237  -1.9389  3.7495  0.408
H  1.1066  -0.4917  1.8822  0.061
H  0.7943  -3.0836  0.9028  0.340
H  -0.9925  -3.4655  -0.6899  0.569
H  -3.0898  -2.1579  -3.5270  0.428
H  -3.3251  -3.0422  -0.0210  0.653
H  -4.5704  -4.9633  0.8652  0.385
H  -5.3944  -6.7195  -0.6634  0.377
H  -4.9173  -6.5665  -3.0793  0.373
H  -3.6798  -4.6454  -3.9742  0.436
S  -4.0369  2.6601  4.1436  -0.188
C  -4.8715  1.4043  4.9630  -0.377
C  -4.5241  0.1732  4.5046  -0.557
C  -3.5694  0.2297  3.4715  -0.405
C  -3.1916  1.5073  3.1436  0.303
C  -2.2595  1.9513  2.1331  0.822
C  -1.6254  1.0335  1.2642  -0.619
N  -0.7768  1.3828  0.3350  -0.082
C  -0.4698  2.6828  0.1686  -0.232
C  -1.0465  3.6946  0.9737  0.755
C  -0.6516  5.0479  0.7603  -1.001
C  0.2864  5.3693  -0.1652  -0.972
C  0.8973  4.3713  -0.9840  0.792
C  1.8958  4.6454  -1.9280  -0.816
C  2.4204  3.6094  -2.6997  0.862
C  1.8863  2.3234  -2.5106  -0.557
N  0.9773  2.0368  -1.6045  0.101
C  0.4859  3.0284  -0.8304  -0.060
C  3.4507  3.8092  -3.6914  0.413
C  4.1140  2.8576  -4.4247  -0.401
C  5.0468  3.3988  -5.3270  -0.573
C  5.0971  4.7556  -5.2772  -0.386
S  4.0071  5.4027  -4.1193  -0.193
C  -1.9541  3.2972  1.9607  -0.729
H  -5.5719  1.6525  5.7373  0.441
H  -4.9378  -0.7440  4.8893  0.388
H  -3.1765  -0.6497  2.9944  0.414
H  -1.8255  -0.0272  1.3333  0.361
H  -1.1070  5.8132  1.3730  0.418
H  0.5957  6.3960  -0.3013  0.432
H  2.2542  5.6578  -2.0542  0.434
H  2.1926  1.4960  -3.1314  0.300
H  3.9501  1.8012  -4.3148  0.387
H  5.6481  2.7992  -5.9892  0.389
H  5.7133  5.4177  -5.8548  0.441
H  -2.4142  4.0415  2.5980  0.435

Computed properties:
- Energy: -184161.80987 eV
- Kohn-Sham gap: 6.17 eV
- Net charge: 0

---

The following is a DFT calculation (ωB97M-V with the def2-TZVPD basis set) of a structure of composition C36H26ClN5O5PdS3.

Last column: Mulliken charge in e.
Geometry (Å):
Pd  0.2286  0.5818  -0.2744  0.654
O  4.3579  -5.4680  -1.7826  -0.588
N  3.1859  -5.1599  -1.7572  0.949
O  2.2687  -5.8755  -2.1036  -0.576
C  2.8480  -3.8240  -1.2273  0.126
C  3.6880  -3.3307  -0.2935  -0.975
C  3.4282  -2.0674  0.3210  1.180
C  4.2387  -1.4984  1.3239  -0.808
C  3.8894  -0.2868  1.8576  -1.318
C  2.7346  0.3642  1.3951  -0.397
N  1.9803  -0.1526  0.4495  0.829
C  2.3055  -1.3553  -0.0857  -0.716
C  1.4312  -1.8831  -1.1002  0.376
N  0.3663  -1.1102  -1.4308  0.312
C  -0.4767  -1.5288  -2.3477  -0.350
C  -0.3000  -2.7554  -2.9973  -1.245
C  0.7614  -3.5575  -2.6729  -0.674
C  1.6721  -3.1281  -1.6851  0.637
H  4.5592  -3.9033  -0.0072  0.535
H  5.1225  -2.0252  1.6611  0.459
H  4.4803  0.1853  2.6289  0.532
H  2.4063  1.3139  1.7976  0.487
H  -1.3081  -0.8739  -2.5680  0.606
H  -1.0154  -3.0593  -3.7475  0.449
H  0.8948  -4.5112  -3.1565  0.560
Cl  -7.0559  3.8416  -3.5610  -0.227
C  -5.5098  3.1726  -3.1270  0.481
C  -5.3740  2.5145  -1.9148  -0.930
C  -4.1379  1.9924  -1.5707  -0.114
C  -3.0537  2.1221  -2.4297  0.028
C  -3.2126  2.7802  -3.6427  -0.449
C  -4.4416  3.3113  -3.9988  -0.833
C  -1.6932  1.6085  -2.0557  1.175
O  -0.7465  1.7196  -2.8308  -0.766
O  -1.6333  1.0395  -0.8928  -0.470
H  -6.2248  2.4216  -1.2542  0.411
H  -4.0015  1.4858  -0.6250  0.369
H  -2.3531  2.8835  -4.2912  0.443
H  -4.5759  3.8311  -4.9372  0.421
O  0.2425  2.0705  1.0260  -0.761
C  0.6711  3.3440  0.6392  3.896
C  -0.4193  4.0921  -0.1166  -1.018
C  -1.7542  4.0357  0.1424  -0.174
C  -2.5094  4.9407  -0.6517  -0.688
C  -1.7274  5.6720  -1.4914  -0.571
S  -0.0772  5.2397  -1.3503  -0.065
C  0.9504  4.0857  1.9409  -1.084
C  1.1975  5.4049  2.1650  -0.240
C  1.4702  5.6883  3.5324  -0.784
C  1.4243  4.5742  4.3117  -0.628
S  1.0278  3.1797  3.3994  -0.052
C  1.9495  3.2702  -0.1937  -0.811
C  2.0654  2.8064  -1.4728  -0.120
C  3.4158  2.7169  -1.9074  -1.081
C  4.2980  3.1207  -0.9516  -0.546
S  3.4971  3.6270  0.4719  -0.109
H  -2.1662  3.3570  0.8752  0.465
H  -3.5862  5.0288  -0.6134  0.461
H  -2.0364  6.4109  -2.2128  0.502
H  1.1807  6.1478  1.3795  0.517
H  1.6844  6.6764  3.9133  0.412
H  1.5758  4.5054  5.3768  0.464
H  1.2074  2.5409  -2.0810  0.577
H  3.7114  2.3855  -2.8927  0.471
H  5.3719  3.1844  -1.0231  0.480
C  -1.3057  -0.1662  3.1616  -0.883
N  -1.0683  -1.4746  2.5743  0.283
C  -0.5568  -2.6006  3.1789  -0.210
C  -0.4137  -3.5265  2.1831  -0.736
N  -0.8033  -2.9876  0.9802  -0.425
C  -1.2164  -1.7760  1.2660  -0.433
H  -2.0241  -0.2372  3.9769  0.385
H  -1.6919  0.4955  2.3879  0.071
H  -0.3745  0.2621  3.5311  0.407
H  -0.3428  -2.6394  4.2330  0.455
H  -0.0431  -4.5353  2.2605  0.418
H  -1.6351  -1.0658  0.5695  0.571

Computed properties:
- Energy: -103949.02941 eV
- Kohn-Sham gap: 6.65 eV
- Net charge: 0

---

The following is a DFT calculation (ωB97M-V with the def2-TZVPD basis set) of a structure of composition C36H26LaN7O3 at a distorted geometry.

Last column: Mulliken charge in e.
Geometry (Å):
La  -0.3135  0.1481  -0.0062  1.767
N  2.5781  5.1795  8.8813  -0.540
C  2.2884  4.6076  7.9307  -0.070
C  1.9357  3.9083  6.7535  0.620
C  0.8092  4.2892  6.0233  -0.916
C  0.4636  3.5942  4.8825  0.078
C  1.2361  2.5183  4.4564  -1.457
C  2.3570  2.1385  5.1865  0.066
C  2.7046  2.8225  6.3338  -0.877
C  0.8521  1.7829  3.2282  0.644
C  -0.1785  0.8485  3.3879  0.404
C  -0.8250  0.5472  4.6227  -0.678
C  -1.8058  -0.3714  4.3426  -1.480
C  -1.7308  -0.6089  2.9575  -0.370
N  -0.7577  0.0934  2.3807  0.539
C  1.5503  2.1521  2.0779  0.688
C  2.5711  3.1500  2.0101  -0.565
C  2.9762  3.2139  0.7017  -1.172
C  2.2011  2.2656  0.0028  -0.441
N  1.3556  1.6299  0.8079  0.015
H  0.2065  5.1145  6.3702  0.458
H  -0.4068  3.8782  4.3096  0.532
H  2.9471  1.2994  4.8489  0.511
H  3.5561  2.5151  6.9216  0.455
H  -0.5827  0.9591  5.5833  0.521
H  -2.5025  -0.8203  5.0240  0.490
H  -2.3679  -1.2637  2.3797  0.552
H  2.9462  3.7344  2.8281  0.488
H  3.7258  3.8527  0.2767  0.459
H  2.2393  2.0334  -1.0505  0.539
O  -3.0787  -1.9968  -2.2476  -0.716
C  -3.2950  -0.9163  -1.7395  0.076
N  -2.4410  -0.2798  -0.8708  0.233
C  -2.9022  0.9606  -0.5994  0.548
O  -2.2413  1.7765  0.0611  -0.824
C  -4.2279  1.1499  -1.2384  0.189
C  -5.1368  2.1870  -1.2164  -0.499
C  -6.3180  2.0230  -1.9340  -0.513
C  -6.5679  0.8575  -2.6398  -0.473
C  -5.6508  -0.1900  -2.6572  -0.562
C  -4.4793  -0.0245  -1.9525  0.163
H  -4.9357  3.0846  -0.6537  0.509
H  -7.0483  2.8201  -1.9363  0.411
H  -7.4975  0.7501  -3.1768  0.411
H  -5.8510  -1.1033  -3.1942  0.509
C  1.9275  -3.9629  -0.5355  -0.880
C  1.3923  -2.6883  -0.5898  -0.402
N  0.6027  -2.2004  0.3742  -0.119
C  0.2797  -3.0005  1.3820  -0.596
C  0.7000  -4.3270  1.4846  0.532
C  1.5827  -4.7954  0.5172  -0.598
C  0.2291  -5.1864  2.5674  -0.810
C  -1.0478  -5.3507  2.9297  -0.778
C  -2.2212  -4.7776  2.2809  1.180
C  -3.4862  -4.8997  2.8640  -0.826
C  -4.5457  -4.3227  2.1829  -0.160
N  -4.3942  -3.7210  1.0133  -0.562
C  -3.1663  -3.6941  0.5186  -0.501
N  -2.0851  -4.1709  1.0992  -0.301
H  2.5993  -4.3008  -1.3085  0.431
H  1.6084  -2.0152  -1.4126  0.528
H  -0.3184  -2.5684  2.1745  0.903
H  1.9744  -5.8000  0.5797  0.492
H  0.9964  -5.7484  3.0846  0.446
H  -1.2769  -6.0114  3.7559  0.352
H  -3.6265  -5.4112  3.8030  0.401
H  -5.5534  -4.3442  2.5791  0.435
H  -3.0317  -3.2425  -0.4558  0.753
C  0.0409  -0.1052  -3.0567  -0.842
O  0.5893  0.1701  -1.8196  -0.572
H  0.8482  -0.1937  -3.8059  0.295
H  -0.6358  0.7009  -3.4011  0.240
H  -0.5263  -1.0557  -3.0628  0.235

Computed properties:
- Energy: -55188.72144 eV
- Kohn-Sham gap: 6.88 eV
- Net charge: 0

---

How do the records compare in ΔE to the lowest compared entry with this formula, charge and spin? In the order shown, they have 0.0; 0.0; 7.5 kcal per mole.